40
Properties=species:S:1:pos:R:3:forces:R:3 method="wB97M-V/def2-TZVPD" spin_multiplicity=5 total_charge=+1 lumo_energy_ev="-4.392 / -4.326" gap_ha="0.248 / 0.251" largest_force_ev_per_a=4.655
Pm 7.1931 5.9362 9.3374 2.9 0.5 0.8
F 10.5571 5.4862 14.3940 0.0 0.3 -1.4
C 10.5567 5.6946 13.0221 -0.7 -0.3 1.2
C 9.3359 5.9456 12.3819 1.1 -0.4 -0.7
C 9.3449 5.9681 10.9767 -0.8 0.2 -0.8
C 10.5846 5.9407 10.2649 0.3 -0.4 0.9
C 11.7776 5.8389 11.0081 -0.2 0.2 0.4
F 13.0016 6.0194 10.4561 -0.4 -0.3 -0.1
C 11.7726 5.6091 12.3738 0.0 0.3 0.4
C 10.6091 5.9357 8.7971 -1.1 0.3 -0.7
C 11.7164 5.6918 7.9925 -0.1 0.1 -0.1
C 11.5738 5.6534 6.6066 0.1 -0.2 0.8
C 10.3626 5.9202 6.0138 -0.5 0.5 1.0
C 9.3052 6.2668 6.8592 0.7 -1.0 -0.5
N 9.3947 6.1744 8.1846 0.3 0.4 0.6
H 8.4222 6.0835 12.9514 0.1 -0.2 0.1
H 12.6771 5.4516 12.9725 -0.3 0.2 -0.5
H 12.6735 5.5057 8.4524 0.0 0.0 -0.1
H 12.4321 5.3795 6.0286 0.3 0.0 -0.4
H 10.2382 5.8384 4.9684 -0.2 0.2 -0.9
H 8.3341 6.5198 6.4529 -0.1 0.0 -0.1
C 4.8065 3.3129 13.3526 -0.5 0.0 1.0
C 4.9948 4.7522 13.0391 -0.1 0.7 1.5
N 4.7995 5.7068 13.9076 0.2 -0.3 -0.9
N 5.0993 6.8683 13.2372 0.4 -1.5 -0.9
C 5.5408 6.6415 11.9668 -0.8 0.4 1.6
S 5.9949 7.8884 10.9577 0.1 0.0 -0.7
N 5.4582 5.2679 11.8320 -0.6 0.4 1.3
N 5.4902 4.5520 10.6297 -0.2 -0.2 -0.2
H 4.7855 3.1576 14.4934 -0.1 0.3 -1.9
H 5.6040 2.7178 12.9347 0.4 -0.3 0.0
H 3.8697 2.9831 12.8817 0.1 -0.1 0.4
H 4.9793 7.7604 13.7006 0.2 -0.1 -0.2
H 5.6143 3.5419 10.8325 0.0 0.9 -0.1
H 4.5901 4.6822 10.1340 0.3 -0.2 0.2
O 3.8225 5.0004 8.1844 2.8 0.9 -2.0
Cl 5.0337 5.2282 7.3324 1.1 -0.3 1.1
O 4.8621 4.8798 5.9407 -0.1 1.8 2.2
O 5.7328 6.7397 7.7613 -2.8 -3.1 -2.1
O 6.2053 4.3647 7.8254 -1.7 0.7 -0.2

=====

85
Properties=species:S:1:pos:R:3:forces:R:3 method="wB97M-V/def2-TZVPD" spin_multiplicity=2 total_charge=-1 lumo_energy_ev="2.482 / 2.185" e_above_lowest_kj_mol=0.0 gap_ha="0.242 / 0.231" largest_force_ev_per_a=1.612
V 0.1230 0.3848 -0.0542 -1.3 -0.9 -0.4
C -0.6418 5.2171 -2.9290 0.0 0.0 0.0
C 0.1858 4.2797 -3.5360 -0.1 0.1 0.0
C 0.1595 2.9533 -3.1338 -0.1 -0.1 0.0
C -0.7092 2.5294 -2.1301 -0.2 -0.1 0.1
C -1.5383 3.4744 -1.5330 0.0 0.1 0.0
C -1.5020 4.8062 -1.9196 0.0 0.0 0.0
N -0.8048 1.1777 -1.7002 0.3 -0.2 -0.1
C -1.2465 0.2629 -2.6307 0.0 0.0 0.0
C -1.6592 0.4966 -3.9551 0.0 -0.1 0.0
C -2.1347 -0.5504 -4.7290 0.0 0.1 0.0
C -2.2386 -1.8465 -4.2214 0.0 0.0 0.0
C -1.8529 -2.1009 -2.9164 -0.1 0.0 0.0
C -1.3330 -1.0651 -2.1453 0.0 0.2 0.0
N -0.9015 -1.1404 -0.8422 0.8 0.9 0.5
N -1.4128 -2.1035 -0.0470 0.0 0.0 0.1
C -1.4055 -1.6691 1.2099 0.0 -0.3 -0.2
C -1.8291 -2.5220 2.2692 -0.1 0.0 0.1
C -1.8809 -2.0369 3.5328 0.0 -0.1 0.0
C -1.5036 -0.6956 3.7847 0.0 0.1 0.1
C -1.0757 0.0663 2.7419 0.0 0.0 0.0
N -1.0266 -0.3814 1.4612 0.2 0.4 -0.1
H -0.6105 6.2557 -3.2373 0.0 0.0 0.0
H 0.8702 4.5882 -4.3195 0.0 0.0 0.0
H 0.8193 2.2334 -3.5926 0.1 0.0 0.0
H -2.2048 3.1447 -0.7493 -0.1 0.0 0.1
H -2.1512 5.5245 -1.4313 0.0 0.0 0.0
H -1.6267 1.4936 -4.3700 0.0 0.0 0.0
H -2.4480 -0.3449 -5.7471 0.0 0.0 0.0
H -2.6304 -2.6471 -4.8377 0.0 0.0 0.0
H -1.9581 -3.0841 -2.4745 0.0 0.1 0.0
H -2.0771 -3.5473 2.0322 0.0 0.0 0.0
H -2.1913 -2.6812 4.3465 0.0 0.0 0.0
H -1.5193 -0.2777 4.7819 0.0 0.0 0.0
H -0.7296 1.0780 2.8881 0.0 0.1 0.0
C 2.0199 -0.5392 -2.8128 0.1 0.1 0.1
C 2.5208 0.1098 -1.5553 0.0 -0.2 -0.4
N 2.1166 1.2868 -1.2550 0.1 0.4 0.2
N 2.8750 1.9409 -0.2837 -0.1 0.0 0.1
C 2.2275 2.5722 0.6215 0.2 0.0 0.0
S 0.5288 2.5500 0.9761 0.0 -0.1 -0.1
S 3.2418 3.6554 1.6366 0.0 -0.1 0.1
C 3.1759 5.1093 0.5452 -0.2 0.2 0.0
C 3.8798 4.9218 -0.7634 0.0 0.0 0.0
C 5.2632 5.0176 -0.8603 0.1 0.0 0.1
C 5.9019 4.8076 -2.0720 0.0 0.0 0.0
C 5.1603 4.4925 -3.2036 0.0 0.0 0.0
C 3.7788 4.3923 -3.1122 0.1 0.0 -0.1
C 3.1451 4.6083 -1.8988 -0.1 0.0 0.0
C 3.3867 -0.6699 -0.6527 -0.1 0.0 0.0
C 4.6734 -1.0984 -0.9352 0.1 -0.1 0.1
C 5.3652 -1.8705 -0.0087 -0.1 0.0 0.0
C 4.7356 -2.2196 1.1847 0.0 0.0 0.0
C 3.4412 -1.8085 1.4667 0.0 0.0 0.1
C 2.7435 -1.0150 0.5514 0.0 0.1 0.1
O 1.4996 -0.6182 0.7934 0.2 -0.2 -0.3
H 1.3288 0.1007 -3.3524 0.0 0.0 0.0
H 1.5353 -1.4869 -2.5949 -0.1 -0.1 0.0
H 2.8840 -0.7564 -3.4477 0.0 0.0 0.0
H 3.6235 5.9177 1.1260 0.0 0.0 0.0
H 2.1232 5.3613 0.3827 0.1 0.0 0.0
H 5.8464 5.2409 0.0279 0.0 0.0 0.0
H 6.9815 4.8826 -2.1336 0.0 0.0 0.0
H 5.6595 4.3215 -4.1499 0.0 0.0 0.0
H 3.1903 4.1341 -3.9856 0.0 0.0 0.0
H 2.0670 4.5083 -1.8265 0.1 0.0 0.0
H 5.1440 -0.8120 -1.8707 0.0 0.0 0.0
H 6.3798 -2.1926 -0.2112 0.0 0.0 0.0
H 5.2662 -2.8290 1.9116 -0.1 0.0 -0.1
H 2.9384 -2.1097 2.3786 0.0 0.0 -0.1
S 1.1396 -4.8259 2.2370 0.0 0.0 0.2
C 1.4142 -4.6832 0.5882 0.1 -0.1 -0.1
N 2.6563 -4.8721 0.0756 -0.6 0.0 -0.5
C 3.0096 -4.4728 -1.2774 0.0 0.0 0.0
C 1.8596 -4.8398 -2.1973 0.0 0.0 0.0
C 0.5877 -4.1850 -1.6911 0.0 0.0 -0.1
N 0.4179 -4.4289 -0.2741 -0.2 0.0 0.4
H 3.3643 -4.9104 0.7695 0.5 0.0 0.4
H 3.9222 -4.9967 -1.5631 0.0 0.0 0.0
H 3.2123 -3.3966 -1.3254 0.0 0.0 0.0
H 1.7435 -5.9258 -2.2134 0.0 0.0 0.0
H 2.0626 -4.5046 -3.2160 0.0 0.0 0.0
H -0.2834 -4.5811 -2.2120 0.0 0.0 0.0
H 0.6012 -3.1097 -1.8789 0.0 0.0 0.0
H -0.4247 -4.0410 0.1516 0.3 -0.1 -0.2

=====

16
Properties=species:S:1:pos:R:3:forces:R:3 method="wB97M-V/def2-TZVPD" total_charge=-1 lumo_energy_ev=4.020 e_above_lowest_kj_mol=51.4 gap_ha=0.251 largest_force_ev_per_a=1.414
C 1.7067 -0.6450 -0.2116 -1.1 -0.4 0.0
C 0.3290 -1.2777 -0.5157 0.1 0.2 -1.4
S -0.7304 -0.3492 -1.6944 0.1 0.2 0.3
N 1.6402 0.7998 -0.0544 0.7 0.4 0.6
H 2.3632 -0.9456 -1.0285 0.3 0.2 0.2
H 2.0038 -1.1002 0.7420 0.6 0.0 -0.2
H -0.1784 -1.4713 0.4018 -0.5 -0.1 0.9
H 0.4698 -2.2512 -0.9884 0.3 -0.1 0.3
H 0.6867 1.1337 -0.1336 -0.2 -0.3 -0.6
H 2.1829 1.2783 -0.7518 -0.1 0.0 -0.3
H 0.9209 0.9125 2.4473 0.2 -0.1 -0.3
H 0.9987 2.1850 1.6129 0.2 -0.4 -0.1
O 0.6178 1.8194 2.4142 -0.5 0.6 0.8
H -1.8209 -0.2749 0.7792 -0.3 0.3 -0.5
H -3.1634 0.4466 1.1007 0.2 0.3 -0.3
O -2.6758 -0.3643 1.2239 0.0 -0.6 0.7

=====

10
Properties=species:S:1:pos:R:3:forces:R:3 method="wB97M-V/def2-TZVPD" total_charge=0 lumo_energy_ev=0.427 e_above_lowest_kj_mol=398.0 gap_ha=0.333 largest_force_ev_per_a=2.948
O -1.9251 0.2949 0.3021 -0.3 0.0 0.2
C -0.6194 -0.0189 0.2777 0.1 -0.3 0.5
C 0.5137 0.6409 0.6602 -0.9 -0.1 0.8
C 1.6056 -0.1276 0.1610 -0.8 0.9 -0.8
N 1.1313 -1.2687 -0.4065 -0.3 0.7 -0.5
N -0.2052 -1.1764 -0.2763 -0.2 -0.1 0.2
H -1.9919 1.1754 0.6930 -0.2 -0.2 0.0
H 0.6631 1.5782 1.1707 -0.3 0.2 -0.2
H 1.6378 0.8178 -0.4971 2.8 -1.0 -0.2
H -0.8144 -1.9021 -0.6259 0.1 -0.1 0.1

=====

12
Properties=species:S:1:pos:R:3:forces:R:3 method="wB97M-V/def2-TZVPD" total_charge=0 lumo_energy_ev=1.011 e_above_lowest_kj_mol=99.5 gap_ha=0.390 largest_force_ev_per_a=4.484
C 1.4644 -1.2574 0.1381 -0.1 -1.8 -0.5
C -0.3464 1.6430 -0.1746 0.3 -4.2 1.5
N 0.5011 -1.4466 0.9104 -1.6 0.4 0.2
N -0.7647 2.6686 -0.9582 1.4 1.0 -2.1
F 1.0194 1.2714 0.1293 0.0 2.3 -0.6
F -0.8422 1.8490 1.0906 0.0 0.0 -0.8
H 2.4535 -1.6347 0.3977 0.4 0.6 -0.3
H 1.2030 -1.0100 -0.9097 0.6 0.3 0.6
H -0.5705 0.6386 -0.5780 -1.0 0.6 0.2
H 0.6616 -1.8164 1.8405 0.7 0.1 0.0
H -0.3434 2.7449 -1.9133 -0.6 -0.7 1.2
H -0.5236 3.5066 -0.4941 0.0 1.4 0.6

=====

94
Properties=species:S:1:pos:R:3:forces:R:3 method="wB97M-V/def2-TZVPD" total_charge=-1 lumo_energy_ev=1.768 gap_ha=0.269 largest_force_ev_per_a=4.431
Cl 2.5499 -0.1830 0.8639 -3.5 2.5 0.8
O 2.4021 -0.6044 -0.4872 0.3 -0.6 -1.1
O 1.3993 0.6018 1.2783 -0.9 0.2 -0.6
O 2.5517 -1.2788 1.7467 1.4 -2.3 1.0
O 3.6342 0.7074 1.0097 2.7 0.2 0.0
C -3.1749 -5.4537 3.4497 0.1 -0.4 -0.6
C -4.2578 -4.4908 2.9768 -0.2 0.8 -0.5
C -5.2219 -5.2204 2.0697 -0.3 -0.7 -1.5
S -5.2666 -6.9719 2.5877 -0.4 1.0 1.9
O -4.6693 -7.8110 1.5879 0.1 -0.1 -0.1
O -6.5481 -7.3573 3.1836 1.3 0.6 -0.7
C -4.0169 -6.6239 3.9036 0.5 -0.7 0.5
H -2.5642 -5.0922 4.2770 -0.2 0.2 0.0
H -2.4582 -5.6955 2.6650 -0.2 0.0 -0.3
H -3.8329 -3.7293 2.3228 0.0 0.5 0.6
H -4.8707 -4.0836 3.7810 0.6 0.3 0.3
H -4.8061 -5.1430 1.0651 0.0 -0.7 -0.2
H -6.2347 -4.8402 1.9356 0.0 0.1 0.7
H -3.5065 -7.5547 4.1507 0.1 0.0 -0.3
H -4.3602 -6.1874 4.8415 -1.3 -0.7 0.0
C -2.7938 4.7865 -4.3465 1.3 1.2 1.9
O -3.4030 4.2974 -5.5083 -1.0 -0.4 -1.1
P -4.7727 4.9284 -6.1058 1.3 1.4 0.3
O -5.0673 6.1630 -5.3564 -0.6 -0.9 -0.9
O -4.5159 5.1225 -7.7218 1.3 -1.3 1.7
C -3.1810 4.8918 -8.2479 0.8 1.1 -1.1
O -5.8609 3.7921 -6.0767 -0.3 0.2 -0.6
C -5.6272 2.5115 -6.7191 0.3 0.0 1.4
H -2.6226 4.0329 -3.5778 -0.3 -0.5 -0.4
H -3.2391 5.6278 -3.8154 -1.2 -0.2 -0.5
H -1.8271 5.2632 -4.5087 0.4 -0.5 -0.9
H -3.0977 4.1375 -9.0303 -1.0 -0.2 0.0
H -2.3230 4.6547 -7.6189 -0.8 0.0 1.0
H -2.8819 5.8331 -8.7091 -0.1 0.1 -0.2
H -5.0267 2.0067 -5.9624 0.2 -0.6 -0.5
H -5.0936 2.5726 -7.6676 -0.2 0.2 0.0
H -6.5819 1.9910 -6.7953 0.1 0.3 -0.2
C -9.1929 4.2942 2.7421 0.1 0.7 1.3
O -7.8866 4.4269 3.3368 0.5 -0.3 0.3
P -6.6395 4.4459 2.3404 -0.7 0.9 -0.2
O -6.8492 5.5186 1.3532 1.1 -0.5 0.5
O -5.3731 4.4959 3.3445 -1.7 0.4 -1.9
C -5.1758 3.4588 4.2891 0.4 -0.8 0.0
O -6.6574 2.9863 1.6797 3.0 1.7 2.0
C -7.5946 2.4743 0.8696 -2.4 -2.1 -1.9
H -9.3770 3.2242 2.6455 -0.5 0.4 -0.4
H -9.3013 4.9366 1.8682 0.2 -0.5 -0.3
H -9.8314 4.7485 3.4997 -0.3 -0.4 -0.1
H -5.8798 2.6445 4.1173 -0.1 0.0 0.3
H -5.2498 3.8469 5.3049 -0.1 0.0 -0.1
H -4.1755 3.0681 4.1023 0.0 0.0 0.2
H -8.3791 2.0290 1.4814 -0.1 -0.3 -0.2
H -7.1691 1.6830 0.2525 0.3 -0.2 0.2
H -8.1108 3.0757 0.1213 0.3 1.0 0.3
N 10.1050 3.1306 3.4193 -0.1 0.7 0.7
C 11.2984 2.4090 3.3377 -1.3 1.2 0.1
C 12.2126 3.1774 4.0009 1.8 -1.5 -0.1
C 11.6265 4.2981 4.5354 -1.8 1.6 0.4
C 10.2845 4.3035 4.1786 1.1 -1.6 -0.5
H 9.1899 2.8376 3.1080 0.3 -0.1 -0.1
H 11.3784 1.4677 2.8142 -0.1 0.2 0.1
H 13.2541 2.9509 4.1749 0.0 -0.3 -0.2
H 12.1056 5.0445 5.1518 0.0 0.0 -0.1
H 9.5003 4.9954 4.4483 -0.1 -0.3 -0.3
N 10.4974 6.1111 -1.8365 -0.1 -0.4 0.4
C 11.2461 6.9840 -2.5619 1.7 -0.1 -0.3
C 10.6118 7.3756 -3.7179 -1.6 -1.0 2.1
C 9.3069 6.7567 -3.5126 -0.7 0.3 -2.6
C 9.2885 5.9253 -2.4522 0.6 0.5 0.9
H 10.6957 5.7740 -0.9053 0.3 0.1 -0.4
H 12.2784 7.1124 -2.2714 0.0 0.3 0.1
H 10.9846 8.0270 -4.4946 -0.2 -0.1 0.1
H 8.4363 6.8347 -4.1469 0.2 0.1 -0.3
H 8.5579 5.2499 -2.0320 -0.1 0.3 -0.2
N 2.9367 -8.3146 5.8325 -0.1 0.4 1.7
C 2.6541 -9.6027 6.0921 -0.3 -1.8 -0.7
C 2.9847 -9.9069 7.4163 -1.3 -2.6 -2.3
C 3.4566 -8.7900 7.9863 0.2 3.5 0.3
C 3.3331 -7.7754 7.0221 1.3 0.9 0.8
H 2.8414 -7.8270 4.9532 -0.1 -0.1 0.3
H 2.2251 -10.1574 5.2707 0.1 -0.5 0.3
H 2.8725 -10.8479 7.9343 -0.1 -0.1 -0.4
H 3.7261 -8.7245 9.0300 0.1 0.4 -0.2
H 3.5289 -6.7152 7.0858 0.2 -0.1 0.1
N 0.1207 -5.2780 -5.5563 0.1 2.3 -0.6
C 0.5502 -4.9010 -6.8173 -0.4 -0.5 0.6
C 0.3283 -5.9619 -7.6482 0.2 -1.1 0.6
C -0.2042 -7.0499 -6.8204 -0.6 1.3 -0.2
C -0.4597 -6.4912 -5.5803 0.9 -0.9 0.0
H 0.0823 -4.5638 -4.8433 -0.2 -0.5 0.2
H 0.9277 -3.8988 -6.9564 0.0 -0.2 -0.2
H 0.5704 -5.9837 -8.7005 0.0 -0.2 0.1
H -0.4314 -8.0765 -7.0673 -0.1 0.2 -0.3
H -0.8923 -6.8577 -4.6610 0.1 -0.3 -0.2